No. 1
A molecular structure, C26H41As3BN6Tc, computed with wB97M-V/def2-TZVPD.

Last column: Mulliken charge in e.
Geometry (Å):
Tc1 -0.603 -0.670 -1.897  -0.157
N1 2.989 -2.782 -0.531  0.125
C1 2.186 -1.932 -1.136  -0.701
N2 0.869 -1.974 -1.072  -0.005
C2 0.268 -3.049 -0.376  0.248
N3 -1.010 -3.245 -0.431  -1.183
N4 -1.625 -2.312 -1.239  0.579
C3 -2.784 -2.577 -1.725  -0.181
C4 -3.310 -1.591 -2.665  0.555
C5 -4.534 -1.744 -3.289  -0.960
C6 -4.946 -0.790 -4.213  -0.337
C7 -4.112 0.278 -4.488  -0.940
C8 -2.893 0.366 -3.832  -0.021
N5 -2.488 -0.533 -2.928  0.313
C9 1.116 -3.963 0.369  0.875
C10 0.596 -5.005 1.145  -0.486
C11 1.451 -5.863 1.801  -0.874
C12 2.835 -5.705 1.689  -0.460
C13 3.369 -4.688 0.923  -0.984
C14 2.500 -3.824 0.270  0.289
H1 3.988 -2.694 -0.665  0.315
H2 2.648 -1.152 -1.726  0.506
H3 -3.302 -3.503 -1.495  0.426
H4 -5.149 -2.606 -3.064  0.482
H5 -5.899 -0.891 -4.716  0.484
H6 -4.386 1.036 -5.209  0.469
H7 -2.211 1.180 -4.035  0.363
H8 -0.476 -5.133 1.207  0.509
H9 1.051 -6.671 2.398  0.459
H10 3.497 -6.390 2.201  0.447
H11 4.441 -4.570 0.827  0.432
C15 -2.081 -1.437 2.008  -1.133
As1 -2.289 0.201 1.051  0.463
C16 -3.989 0.294 0.189  -1.111
C17 -1.869 1.777 2.039  -0.851
C18 -0.557 2.305 1.400  1.329
C19 -0.675 3.823 1.182  -2.012
C20 0.904 1.962 -0.683  -1.070
As2 0.647 1.394 -2.551  1.067
C21 -0.216 2.959 -3.306  -1.429
C22 2.432 1.574 -3.279  -1.208
C23 1.172 0.460 2.623  -0.652
As3 2.932 3.706 2.244  0.273
C24 2.901 3.616 4.182  -1.026
C25 4.282 2.333 1.929  -0.981
H12 -2.690 -1.355 2.910  0.564
H13 -1.035 -1.562 2.279  0.253
H14 -2.415 -2.276 1.403  0.404
H15 -4.742 0.433 0.966  0.542
H16 -4.194 -0.624 -0.354  0.304
H17 -3.997 1.150 -0.484  0.413
H18 -1.769 1.550 3.100  0.320
H19 -2.692 2.483 1.918  0.409
H20 -1.469 4.073 0.474  0.441
H21 0.252 4.273 0.834  0.466
H22 -0.917 4.292 2.135  0.423
H23 1.770 1.398 -0.316  0.104
H24 1.135 3.019 -0.570  0.797
H25 0.395 3.841 -3.118  0.435
H26 -1.201 3.101 -2.863  0.433
H27 -0.322 2.832 -4.383  0.467
H28 2.788 2.593 -3.136  0.399
H29 2.402 1.357 -4.345  0.454
H30 3.126 0.882 -2.803  0.356
H31 1.361 -0.058 1.674  0.130
H32 0.447 -0.137 3.187  0.231
H33 2.073 4.202 4.573  0.325
H34 3.835 4.071 4.517  0.442
H35 2.851 2.592 4.547  0.338
H36 4.338 2.083 0.870  0.272
H37 4.111 1.442 2.530  0.301
H38 5.239 2.769 2.219  0.452
B1 0.641 1.953 2.499  -0.302
C26 -0.261 1.553 0.154  -0.345
N6 -0.940 0.478 -0.187  0.482
H39 0.411 2.546 3.511  -0.078
H40 1.710 2.678 1.919  0.043
H41 2.088 0.403 3.214  0.480

Calculated values
2S+1: 2
ΔE to the lowest compared entry with this formula, charge and spin in kcal/mol: 0.0
Highest occupied orbital energy (spin up / spin down) in eV: -16.040 / -16.013
Charge: +3
Calculated total energy in a.u.: -8155.936560
Gap between HOMO and LUMO (spin up / spin down) in Eh: 0.260 / 0.259



No. 2
A molecular structure, C35H52F5N8OSTi, computed with wB97M-V/def2-TZVPD.

Last column: Mulliken charge in e.
Geometry (Å):
Ti1 0.456 -0.158 -0.130  1.061
C1 4.911 -1.880 2.659  -1.288
N1 3.793 -1.019 2.306  0.639
C2 3.794 0.271 2.975  -0.984
C3 3.053 -1.269 1.189  -1.060
N2 2.677 -0.378 0.299  1.436
C4 3.518 0.752 0.141  -1.322
C5 4.872 0.546 0.002  -0.166
C6 5.808 1.578 0.199  -1.085
C7 5.371 2.801 0.610  -1.042
C8 3.982 3.087 0.643  1.248
C9 3.553 4.390 1.002  -1.007
C10 2.240 4.738 0.896  -1.259
C11 1.335 3.838 0.307  -0.078
C12 1.718 2.576 -0.085  -1.444
N3 0.861 1.831 -0.937  2.198
C13 0.592 2.358 -2.125  -1.410
N4 -0.533 1.992 -2.783  1.110
C14 -0.608 1.964 -4.232  -1.277
C15 -1.803 1.805 -2.109  -0.577
N5 1.402 3.244 -2.761  0.969
C16 2.854 3.163 -2.729  -1.150
C17 0.860 4.351 -3.526  -1.299
C18 3.033 2.102 0.249  0.717
N6 2.573 -2.549 1.049  0.994
C19 2.687 -3.231 -0.241  -1.077
C20 2.426 -3.439 2.186  -1.282
H1 5.836 -1.297 2.619  0.354
H2 5.004 -2.698 1.949  0.400
H3 4.804 -2.290 3.666  0.335
H4 4.688 0.851 2.736  0.297
H5 3.770 0.100 4.055  0.441
H6 2.920 0.845 2.688  0.149
H7 5.223 -0.464 -0.178  0.624
H8 6.865 1.369 0.092  0.395
H9 6.062 3.596 0.865  0.428
H10 4.297 5.097 1.348  0.443
H11 1.903 5.726 1.186  0.460
H12 0.330 4.164 0.062  0.723
H13 0.388 2.025 -4.662  0.374
H14 -1.226 2.777 -4.623  0.389
H15 -1.049 1.011 -4.528  0.309
H16 -2.276 0.892 -2.473  0.289
H17 -1.664 1.742 -1.034  -0.670
H18 -2.472 2.644 -2.335  0.610
H19 3.168 2.174 -2.408  0.221
H20 3.289 3.922 -2.074  0.232
H21 3.227 3.317 -3.744  0.512
H22 -0.209 4.444 -3.346  0.324
H23 1.031 4.237 -4.600  0.380
H24 1.344 5.273 -3.198  0.399
H25 1.769 -3.771 -0.468  0.353
H26 3.520 -3.941 -0.209  0.312
H27 2.848 -2.502 -1.024  0.208
H28 2.279 -2.864 3.098  0.343
H29 3.282 -4.105 2.322  0.352
H30 1.551 -4.072 2.022  0.430
C21 -3.656 5.504 0.439  -1.248
C22 -4.182 4.091 0.221  0.252
C23 -4.057 3.208 1.457  -1.101
S1 -2.318 2.781 1.769  0.463
O1 -2.060 1.546 0.964  -0.836
C24 -2.466 2.297 3.512  -0.653
C25 -3.516 1.264 3.901  -0.609
C26 -3.352 -0.099 3.234  -0.383
H31 -3.783 6.114 -0.456  0.401
H32 -2.593 5.501 0.690  0.236
H33 -4.188 5.998 1.255  0.355
H34 -3.661 3.612 -0.614  -0.247
H35 -5.236 4.121 -0.063  0.423
H36 -4.557 2.247 1.318  0.331
H37 -4.473 3.695 2.342  0.597
H38 -2.614 3.241 4.045  0.579
H39 -1.459 1.951 3.757  0.078
H40 -4.515 1.659 3.708  0.273
H41 -3.455 1.150 4.987  0.430
H42 -3.399 -0.026 2.149  -0.054
H43 -4.130 -0.783 3.577  0.504
H44 -2.383 -0.547 3.476  -0.101
F1 0.516 -2.594 -2.025  -0.300
C27 0.507 -1.201 -2.251  0.411
F2 -0.714 -1.001 -2.915  -0.318
C28 1.568 -1.011 -3.335  0.286
F3 1.923 0.289 -3.449  -0.111
F4 1.197 -1.403 -4.563  -0.321
F5 2.693 -1.677 -3.016  -0.291
C29 -3.262 -3.374 0.769  -0.517
C30 -3.526 -2.242 0.014  -0.782
C31 -2.502 -1.340 -0.220  -0.234
N7 -1.263 -1.523 0.244  0.695
C32 -1.012 -2.627 0.952  -0.072
C33 -1.976 -3.570 1.252  -0.887
H45 -4.044 -4.095 0.973  0.420
H46 -4.509 -2.050 -0.392  0.507
H47 -2.674 -0.436 -0.790  -0.070
H48 0.010 -2.754 1.291  -0.010
H49 -1.714 -4.442 1.836  0.520
C34 0.280 -0.122 4.691  -1.683
C35 0.358 0.044 3.249  0.438
N8 0.418 0.188 2.113  0.499
H50 -0.736 -0.398 4.974  0.341
H51 0.552 0.811 5.184  0.381
H52 0.965 -0.906 5.010  0.429

Calculated values
2S+1: 3
ΔE to the lowest compared entry with this formula, charge and spin in kcal/mol: 5.1
Highest occupied orbital energy (spin up / spin down) in eV: -8.410 / -9.741
Charge: +1
Calculated total energy in a.u.: -3624.980814
Gap between HOMO and LUMO (spin up / spin down) in Eh: 0.239 / 0.288



No. 3
A molecular structure, C3H3Br2F3O2 at a distorted geometry, computed with wB97M-V/def2-TZVPD.

Last column: Mulliken charge in e.
Geometry (Å):
C1 -1.201 -0.815 0.359  -0.089
C2 -0.047 0.106 -0.002  0.014
C3 0.921 -0.896 -1.706  0.743
O1 1.064 0.261 0.773  -0.496
O2 -0.512 1.278 -0.366  -0.444
F1 -0.174 -1.602 -2.214  -0.270
F2 1.526 -0.171 -2.651  -0.249
F3 1.787 -1.814 -1.300  -0.226
Br1 -2.280 0.099 1.669  -0.064
Br2 -0.510 -2.466 1.078  -0.066
H1 -1.961 -0.875 -0.502  0.416
H2 1.204 -0.592 1.275  0.347
H3 0.284 1.792 -0.455  0.384

Calculated values
ΔE to the lowest compared entry with this formula, charge and spin in kcal/mol: 4.4
Highest occupied orbital energy in eV: -9.409
Charge: 0
Calculated total energy in a.u.: -5714.154011
Gap between HOMO and LUMO in Eh: 0.352



No. 4
A single C4H3NO2 molecule, computed with wB97M-V/def2-TZVPD.

Last column: Mulliken charge in e.
Geometry (Å):
O1 -2.222 1.109 -1.023  -0.478
C1 -1.635 0.055 -1.078  -0.187
C2 -0.354 -0.247 -0.399  0.173
N1 0.129 -1.608 -0.660  0.012
O2 1.174 -1.898 -0.143  -0.316
C3 1.268 0.869 1.266  -0.638
C4 0.356 0.503 0.419  0.561
H1 -2.021 -0.811 -1.653  0.377
H2 2.184 1.356 0.945  0.251
H3 1.122 0.672 2.326  0.245

Calculated values
ΔE to the lowest compared entry with this formula, charge and spin in kcal/mol: 110.5
Highest occupied orbital energy in eV: -9.505
SMILES string: C=C=C(C=O)N=O
Charge: 0
Calculated total energy in a.u.: -359.294275
Gap between HOMO and LUMO in Eh: 0.307



No. 5
A molecular structure, C24H48N5OReSSi at a distorted geometry, computed with wB97M-V/def2-TZVPD.

Last column: Mulliken charge in e.
Geometry (Å):
Re1 -0.007 0.503 -0.693  0.711
C1 -0.986 -0.640 3.712  -1.399
C2 -1.197 0.846 3.449  0.811
C3 -2.610 1.261 3.838  -1.562
C4 -0.163 1.697 4.181  -1.648
N1 -1.141 1.089 1.961  -0.059
N2 0.159 0.815 1.388  -0.868
H1 -1.191 -0.850 4.761  0.529
H2 0.047 -0.967 3.541  0.455
H3 -1.666 -1.246 3.112  0.150
H4 -2.749 1.133 4.911  0.470
H5 -3.356 0.648 3.328  0.282
H6 -2.795 2.315 3.611  0.422
H7 -0.265 1.557 5.257  0.480
H8 -0.302 2.762 3.977  0.401
H9 0.868 1.419 3.935  0.313
H10 -1.285 2.087 1.823  0.545
H11 0.481 -0.054 1.819  0.219
H12 0.830 1.536 1.665  0.477
C5 -0.414 -3.057 0.442  -1.298
Si1 -1.021 -1.822 -0.827  -0.338
C6 -0.204 -1.958 -2.524  2.323
C7 -1.054 -2.843 -3.465  -1.698
C8 -0.222 -0.492 -3.026  -2.037
C9 1.187 -2.618 -2.522  -1.642
C10 -2.933 -1.911 -0.846  2.382
C11 -3.358 -1.655 0.623  -1.615
C12 -3.480 -3.312 -1.187  -1.915
C13 -3.571 -0.925 -1.834  -1.634
H13 -0.662 -4.056 0.071  0.489
H14 -0.891 -2.948 1.415  0.276
H15 0.668 -3.033 0.592  0.344
H16 -1.958 -2.338 -3.805  0.362
H17 -1.325 -3.781 -2.981  0.385
H18 -0.490 -3.111 -4.363  0.549
H19 -1.236 -0.084 -3.030  0.466
H20 0.179 -0.327 -4.033  0.538
H21 0.462 0.236 -2.446  0.413
H22 1.069 -3.687 -2.345  0.494
H23 1.886 -2.241 -1.775  0.002
H24 1.668 -2.524 -3.502  0.503
H25 -3.230 -2.565 1.211  0.383
H26 -4.421 -1.396 0.677  0.536
H27 -2.772 -0.891 1.152  -0.151
H28 -2.986 -4.105 -0.621  0.392
H29 -3.423 -3.551 -2.245  0.434
H30 -4.538 -3.335 -0.908  0.507
H31 -3.136 0.071 -1.822  0.258
H32 -4.646 -0.830 -1.644  0.526
H33 -3.472 -1.296 -2.857  0.351
C14 5.330 -0.958 -0.513  -0.940
N3 3.904 -0.863 -0.133  0.249
C15 3.504 -1.456 1.152  -0.550
C16 3.051 -0.270 -0.910  0.708
C17 3.461 0.288 -2.228  -1.523
O1 1.800 -0.202 -0.530  -0.543
H34 5.878 -1.384 0.320  0.414
H35 5.736 0.028 -0.728  0.357
H36 5.444 -1.605 -1.382  0.361
H37 4.150 -2.304 1.355  0.490
H38 2.475 -1.799 1.100  -0.016
H39 3.624 -0.723 1.950  0.315
H40 3.881 -0.504 -2.852  0.472
H41 4.241 1.041 -2.096  0.536
H42 2.618 0.737 -2.743  0.190
N4 -3.296 1.644 0.068  0.260
C18 -2.571 2.292 -0.787  0.279
N5 -1.210 2.010 -0.975  0.864
C19 -0.622 3.094 -1.722  0.114
C20 0.733 3.303 -1.932  -0.236
C21 1.125 4.380 -2.716  -0.982
C22 0.183 5.239 -3.271  -0.727
C23 -1.173 5.057 -3.030  -0.518
C24 -1.549 3.983 -2.246  0.713
S1 -3.183 3.586 -1.715  -0.135
H43 -2.902 0.891 0.632  -0.507
H44 -4.283 1.847 0.168  0.284
H45 1.484 2.675 -1.459  0.398
H46 2.177 4.567 -2.881  0.458
H47 0.508 6.073 -3.877  0.437
H48 -1.906 5.744 -3.432  0.470

Calculated values
2S+1: 2
Highest occupied orbital energy (spin up / spin down) in eV: -17.100 / -17.198
Charge: +3
Calculated total energy in a.u.: -2057.288134
Gap between HOMO and LUMO (spin up / spin down) in Eh: 0.227 / 0.243